DFT (ωB97M-V/def2-TZVPD) results for 2 unconnected molecules or ions with the total composition C8H9BrO.

Last column: natural (NBO) charge in e.
Element x y z (Å)
C 0.98824 1.49555 -3.54315  0.498
C 1.53897 -1.01147 0.76732  -0.393
C 1.99332 -0.34207 -0.56074  -0.393
C -1.39504 1.39282 -0.82943  -0.382
C -1.84399 0.69745 0.45917  -0.402
C -0.63517 -1.19230 -0.90897  -0.205
C 0.56032 -0.57063 -0.23960  -0.091
C -0.70357 0.18412 -0.36725  -0.086
O 1.20619 1.78150 -4.59100  -0.502
Br -0.57240 -1.38284 -2.84289  -0.034
H 1.71343 -2.12244 0.77446  0.208
H 1.56052 -0.66020 1.70592  0.210
H 2.44395 0.78367 -0.54151  0.225
H 2.66116 -1.02258 -1.19000  0.234
H -1.99297 1.49045 -1.76057  0.229
H -1.05354 2.36006 -0.62913  0.218
H -1.44639 1.14774 1.33246  0.217
H -2.64496 -0.13391 0.45498  0.222
H -1.18220 -2.00957 -0.58485  0.224

The calculation puts the maximum force at 4.24 eV/A. For the relative energy (zero: lowest compared OMol25 entry of this formula, charge and spin), the calculation gives 3.425 eV. Its total energy is -2959.32538 Ha. Its net charge is 0. The orbital gap is 10.26 eV.